# C56H92ClF4N10O12S

10 unconnected molecules or ions with the total composition C56H92ClF4N10O12S (ωB97M-V with the def2-TZVPD basis set, OMol25).

```
176
Properties=species:S:1:pos:R:3:forces:R:3:mulliken_charge:R:1
C -4.6013 -1.2528 3.1272 0.29 0.11 0.21 -0.58
H -10.2761 8.2864 -5.1189 -0.11 -0.06 0.05 0.30
S 3.0558 -0.3929 2.4946 0.71 0.21 4.10 1.25
C 1.0170 -3.2676 -6.8206 0.06 -0.06 0.53 0.04
H -4.2052 0.8750 2.8794 -0.05 -0.05 -0.03 0.38
C -1.3457 -0.8568 -4.8132 -0.06 -0.02 -0.17 -0.17
C 8.0088 -0.7141 -0.9167 -0.76 0.13 -0.04 -0.08
H -12.0447 7.2913 -3.7054 -0.02 0.00 0.14 0.28
C 6.8028 0.2255 -1.3551 1.84 -0.49 0.41 -0.87
H 5.2001 7.1997 1.9803 0.05 -0.12 0.04 0.35
N 11.4434 1.1912 3.5963 0.62 0.14 0.57 -0.66
C -6.4841 -0.2066 1.9153 0.35 -0.83 -0.18 0.22
H 10.9519 0.8458 1.5451 -0.78 -0.44 -0.35 0.50
H -4.0087 -2.1677 3.2029 -0.09 -0.01 -0.07 0.39
C 1.0284 -0.6508 0.5709 -0.44 0.17 1.85 2.12
H -0.0227 -4.7118 -5.5933 0.00 0.09 -0.05 0.25
H -8.1423 -5.7773 0.7737 0.05 -0.15 0.00 -0.21
H 0.1881 -5.2010 -7.2699 -0.03 0.13 -0.02 0.42
H -6.1169 -4.7210 1.7931 0.01 -0.13 -0.08 0.26
H 10.1768 2.7558 2.7784 -0.78 0.38 -0.31 0.29
H 6.4873 -0.0100 -2.3993 -0.05 0.13 0.76 0.32
H 5.3045 -4.1062 3.1512 -0.52 -0.39 -0.69 0.34
H -2.1520 -2.8024 -6.6697 0.01 0.03 -0.04 0.19
H -5.9866 -6.0429 2.9438 0.01 0.00 -0.12 0.32
H 5.3933 -2.2431 1.9116 -0.17 -0.29 -0.82 0.34
H 2.4044 0.3623 -0.6986 -0.15 -0.96 0.08 0.08
H 0.7303 1.4855 -1.2929 -0.51 -0.46 0.24 0.23
H -12.6594 -6.2144 -0.7294 0.03 0.07 0.01 0.35
C -5.6336 -1.4195 2.0086 -0.16 0.44 0.24 0.28
H 3.9806 -3.1748 -0.6193 -0.41 0.53 0.80 0.80
H 1.7001 -3.2476 -7.6720 0.01 0.07 0.06 0.42
C 5.7055 6.7272 1.1346 -0.13 0.24 -0.17 -0.50
C 3.6101 -1.1596 0.0945 1.06 -0.92 -1.47 1.47
H 10.6085 1.0855 7.0383 -0.10 -0.02 -0.06 0.29
F -1.1367 0.3827 1.1080 1.22 -0.24 -0.62 -0.30
H 7.7984 -1.0384 0.1346 0.10 0.30 -0.91 0.21
C -11.2004 7.8011 -3.2384 0.33 -0.35 0.22 -0.46
C -7.6275 -4.7129 3.3186 0.07 -0.01 0.04 -1.15
H 2.9007 -3.2070 0.8053 0.24 0.83 -0.38 0.43
C -6.6973 -5.4516 2.3615 -0.01 0.20 0.23 -0.37
O -0.1455 2.4072 3.9611 0.36 0.67 -0.14 -0.29
O 6.1297 -3.5120 0.4627 0.38 0.55 -0.07 -0.57
H 2.4065 -5.0991 -5.1549 -0.03 0.03 -0.04 0.29
C -7.4486 -6.3598 1.3828 -0.01 -0.21 0.54 0.05
H -13.5092 -4.7337 -0.2564 0.00 -0.05 -0.01 0.30
C -7.6860 6.2367 0.0264 0.13 0.09 0.57 0.08
C 1.8638 -1.2684 -1.9166 0.66 -0.35 -0.02 -1.16
H -6.2466 4.4074 1.6580 0.00 0.05 -0.06 0.34
H -11.2538 -3.5104 0.2535 0.08 -0.03 -0.06 0.36
H 10.2807 -0.7209 2.1046 -0.04 0.70 -0.49 0.14
C -7.9834 4.7814 0.3962 0.18 -0.29 0.06 -0.42
H 10.0139 -1.6330 -0.0011 0.42 0.83 -0.01 0.30
H -8.4236 8.0223 -2.6892 -0.06 0.03 0.00 0.11
H 11.8219 -1.6797 6.5248 0.03 0.04 0.00 0.29
C 10.7700 0.6563 4.3524 -0.60 -0.44 0.54 0.45
H 0.1090 -2.7340 -7.1044 0.14 0.15 0.01 -0.42
C -10.8591 7.1049 -1.9739 -0.51 0.46 -0.65 0.30
O 5.7727 0.0466 -0.3798 -0.52 -0.07 -1.29 -0.26
O 0.6144 2.5429 2.0051 0.08 -0.61 -1.20 -0.17
H -9.0189 9.5536 -3.3509 0.03 -0.04 0.01 0.30
C 1.1785 -2.6479 -2.1392 -1.27 0.41 0.28 -0.08
C -3.6641 -0.0745 2.8973 -0.02 0.05 0.01 -1.02
F -1.0767 -1.0332 -0.5337 0.81 0.84 0.22 -0.34
H 8.4365 3.2197 3.1030 0.75 0.08 -0.42 0.17
H 1.2087 -0.5056 -2.4125 0.17 -1.07 0.40 0.39
H 1.8285 2.0492 0.4228 -0.13 -0.38 0.63 0.07
C 10.1261 0.1184 1.3809 -0.29 -0.78 -0.38 -0.42
C 10.1952 -0.5264 -0.0682 0.00 0.04 0.15 -0.63
H -9.7168 6.7711 -4.4251 -0.12 0.02 0.00 0.29
H 9.3663 2.1644 0.3526 -0.74 0.03 0.63 0.23
H -8.1815 -5.4060 3.9553 -0.02 0.00 -0.07 0.47
H 2.6409 2.2045 2.0084 -0.46 -0.81 -0.38 0.69
C 1.9154 -5.5182 -6.0357 0.02 -0.04 0.03 -1.27
H -12.4275 -4.8523 2.0079 0.14 0.04 0.00 0.35
N -9.6741 -5.6690 -1.4270 0.12 -0.18 -0.21 -0.48
C -10.8541 -4.4680 0.5932 0.04 -0.47 -0.27 0.27
H 7.2217 1.2638 -1.3665 -0.66 -0.66 0.32 0.45
O 2.9467 -1.6872 3.1341 -0.09 0.20 -2.29 -0.61
H 9.4154 4.0562 1.7826 -0.21 -0.65 0.55 0.28
C 4.7613 -0.8061 -0.9743 0.02 1.14 0.28 -1.70
O 8.8373 0.6688 1.6791 0.63 0.56 0.07 -0.09
F -0.8896 2.2850 -0.4405 0.61 -1.00 -0.25 -0.36
H 7.6420 6.6762 2.1144 0.05 -0.07 -0.05 0.34
C 1.4639 0.2606 1.8167 1.38 0.47 -0.94 -1.06
F -1.0039 0.8372 -2.0882 0.70 0.19 0.83 -0.30
H 6.6506 5.2404 2.3938 0.13 -0.05 -0.05 0.25
N -1.3182 -0.3770 -8.5123 0.17 0.16 -0.17 -0.51
C -8.7816 8.5152 -3.5955 0.03 0.00 -0.04 -0.86
H 6.7384 8.5317 0.5071 -0.02 -0.02 -0.04 0.29
H -3.2454 -0.1681 -5.5355 -0.08 -0.10 -0.09 0.33
C 0.5744 -2.0163 1.2348 -2.38 -3.00 3.73 -0.25
H -8.4696 4.2929 -0.4517 -0.07 0.15 0.01 0.34
H 9.8377 -0.4421 7.4418 -0.08 0.05 -0.10 0.35
N 2.1335 -2.0233 -4.7974 0.29 0.14 0.09 -0.35
C -11.9736 -5.3526 1.1492 -0.27 -0.19 0.00 -0.37
C 1.6483 -2.5660 -5.6797 -0.34 -0.18 -0.93 0.22
C 8.7266 2.0487 1.2688 0.86 0.43 -0.77 -0.08
C 11.8814 -0.6273 6.8136 0.03 0.01 0.07 -1.12
C -2.7192 -1.1199 -5.4224 0.19 0.18 0.30 -0.72
H 7.6736 2.2476 0.9665 0.68 -0.32 0.34 0.19
C 6.0432 7.7937 0.0983 -0.05 0.03 -0.03 -1.17
H -6.9908 2.9578 0.9983 0.06 0.11 -0.04 0.17
C 9.2262 3.1001 2.3198 -0.39 -0.67 -0.22 -1.00
C 3.7764 -2.6844 0.3680 0.62 -0.61 0.56 -1.39
C 7.6222 5.2907 0.5258 -0.32 0.41 0.71 0.26
C 2.1850 -0.7300 -0.4775 0.84 1.51 -0.21 -0.34
H 5.1388 8.3175 -0.2161 0.05 0.01 0.03 0.35
H 0.7305 0.2509 2.6486 0.49 -0.68 -0.62 1.04
H 5.0010 6.0161 0.6961 0.06 -0.04 0.11 0.27
C 9.8966 -0.0326 5.3317 0.34 0.37 -0.10 -0.35
H -0.7462 -0.1929 -5.4420 -0.04 -0.05 -0.06 0.44
N 0.7922 2.7803 3.3571 -0.24 -0.54 1.00 0.09
H -13.8462 -6.2620 0.5669 0.01 0.05 -0.02 0.36
H -6.2716 -2.2828 2.2092 -0.09 0.09 -0.08 -0.34
C -9.9942 7.8000 -4.1820 0.30 0.10 -0.08 -0.41
C 4.6404 -4.2487 2.2565 0.62 1.05 0.68 -1.54
H -7.0534 -4.0574 3.9761 -0.05 0.02 -0.04 0.35
C 10.5129 0.0407 6.7314 0.23 -0.09 0.19 -0.54
H -7.0054 6.2836 -0.8274 0.08 0.03 0.10 0.28
H -6.7435 -6.8538 0.7128 -0.14 -0.06 -0.02 0.38
O 4.0353 -0.3088 1.2072 -2.07 -0.67 0.84 -0.28
C 0.6837 -4.7100 -6.4282 0.06 -0.30 0.09 -0.39
H -8.6871 4.7502 1.2318 -0.05 0.10 -0.11 0.28
C -13.0571 -5.6551 0.1199 -0.04 -0.02 0.01 -1.23
H 2.7639 -1.2672 -2.5847 -0.56 -0.08 0.93 1.00
H 8.0736 -1.6231 -1.5665 0.02 0.53 0.41 0.35
O 0.1693 -2.0379 2.4618 1.09 2.49 -1.90 -0.80
O 0.0914 -2.6780 -2.6118 0.04 0.02 -0.14 -0.41
H -10.1126 -4.2696 1.3690 0.05 0.03 -0.11 -0.32
H 4.3496 -0.1859 -1.8192 0.12 -0.94 0.49 0.66
C -0.2745 1.1587 -0.9573 -0.75 1.10 -0.61 0.07
N -10.5954 6.5673 -0.9973 -0.15 -0.14 0.11 -0.46
O 9.2400 0.0121 -0.9804 0.04 -0.34 0.33 -0.46
H 11.2121 -0.3182 -0.4834 -0.76 -0.34 0.21 0.33
H -3.6552 -2.0122 -7.1598 0.09 -0.02 -0.12 0.35
H 5.3007 -1.7135 -1.3243 -0.81 0.40 0.05 0.32
C 6.9408 5.9816 1.6471 -0.05 -0.24 -0.46 -0.25
H -5.1364 -1.5814 1.0498 -0.04 0.09 0.01 0.28
H -1.4498 -0.3771 -3.8433 0.04 -0.15 -0.02 0.02
O 0.4810 -3.0909 0.6169 1.38 1.00 -2.44 -0.63
H 1.6346 -6.5443 -5.7925 0.03 0.03 -0.03 0.36
H -7.9580 8.5152 -4.3111 -0.04 0.04 0.03 0.33
C -1.8989 -1.0120 -7.7554 -0.50 -0.66 0.39 0.24
Cl 1.8807 -4.2921 -1.8389 0.57 0.80 -0.17 -0.20
C -2.6493 -1.8354 -6.7746 0.11 0.52 -0.11 -0.26
H 9.7681 -1.0720 5.0226 0.01 0.06 -0.08 0.33
H -2.9285 -0.0132 3.7001 0.04 -0.04 -0.10 0.37
C -7.0670 6.9390 1.1782 -0.29 -0.20 -0.85 0.20
H 8.9154 0.4451 5.3255 0.04 -0.02 -0.18 0.32
H -11.5539 -6.2949 1.5114 0.08 0.10 0.04 0.24
H -5.1127 -1.1205 4.0853 -0.09 -0.10 -0.08 0.36
H 12.2683 -0.5768 7.8331 -0.02 -0.05 -0.03 0.34
H 4.8804 -5.2520 1.8366 -0.45 0.68 0.07 0.38
H -8.6094 6.7489 -0.2470 0.24 0.01 0.14 -0.10
C 1.7474 1.7714 1.4925 0.00 1.07 0.50 -0.82
H 2.6412 -5.5490 -6.8530 -0.01 0.00 0.03 0.32
C 5.0258 -3.0646 1.2656 -1.04 -1.48 0.40 0.10
C -0.3274 -0.0354 0.0696 -1.24 -0.75 -0.36 0.78
H -8.3470 -4.0984 2.7703 0.02 0.02 0.05 0.13
N 8.1423 4.7640 -0.3482 0.05 -0.03 -0.36 -0.50
H -11.5072 8.8235 -3.0089 0.01 -0.06 0.08 0.27
H 5.9461 -4.3801 0.0772 -0.27 0.29 0.28 0.40
N -7.1424 0.7288 1.8450 -0.20 0.13 0.05 -0.52
H 3.5989 -4.1571 2.6417 0.72 -0.22 -0.52 0.37
O 3.6075 0.5271 3.4971 -0.65 0.31 -2.28 -0.84
C -10.1881 -5.1448 -0.5473 -0.31 0.66 0.60 0.23
N -6.5912 7.4819 2.0684 0.09 0.13 0.25 -0.47
N -8.8016 -8.1851 2.7073 -0.17 -0.15 0.20 -0.53
C -6.7326 3.9934 0.7719 -0.05 -0.11 -0.01 -0.96
H -0.7939 -1.7874 -4.6720 -0.04 0.08 0.09 -0.15
H -3.1282 -0.1826 1.9547 -0.01 -0.01 0.10 0.09
H 12.6087 -0.1338 6.1657 -0.06 -0.03 -0.04 0.33
H 6.4926 7.3569 -0.7957 0.04 -0.01 0.07 0.35
H -6.0092 3.9925 -0.0484 0.01 0.02 0.05 0.31
H -3.3038 -1.7301 -4.7299 -0.03 -0.03 -0.11 0.38
C -8.2108 -7.3907 2.1302 0.34 0.49 -0.72 0.30
```
Forces are in eV/Å.

Computed properties:
E_LUMO = 1.61 eV
max |F| = 5.35 eV/A
frontier orbital gap = 6.82 eV
charge = -1